No. 1
{
  "formula": "C9H21HgN4O3",
  "method": "the ωB97M-V functional and the def2-TZVPD basis",
  "elements": ["C", "Hg", "N", "N", "H", "H", "H", "H", "H", "H", "H", "H", "H", "H", "C", "C", "C", "C", "C", "C", "O", "N", "C", "O", "N", "C", "O", "H", "H", "H", "H", "H", "H", "H", "H", "H", "H", "H"],
  "xyz": [[1.284936, -0.663583, 1.780612], [-0.235030, 0.169732, 0.332807], [-1.053978, 0.951928, -1.779190], [0.867382, -2.332096, -1.367500], [-0.433157, 1.697770, -2.164742], [0.383702, -1.380153, 1.167808], [1.100221, -0.137186, 2.721516], [2.255683, -0.248853, 1.445520], [1.475367, -1.679795, 2.036325], [1.186052, -1.655180, -2.059056], [0.438448, -3.177955, -1.750926], [1.670219, -2.612755, -0.812914], [-1.133639, 0.159369, -2.402179], [-1.975250, 1.374547, -1.689316], [-1.505296, 5.093114, -1.112178], [-0.027205, 5.434586, -0.906570], [0.526035, 4.649301, 0.323978], [2.057165, 4.918019, 0.552216], [2.948416, 4.876027, -0.691327], [-0.239611, 5.035665, 1.643541], [-0.307699, 6.192867, 2.072026], [-0.867378, 4.007692, 2.331923], [-0.946407, 2.631523, 1.983948], [-1.376314, 1.845527, 2.823541], [-0.549999, 2.346206, 0.693596], [0.242510, 3.166227, -0.053168], [0.656064, 2.706146, -1.141130], [-1.549299, 4.052680, -1.497461], [-1.933361, 5.770503, -1.865560], [-2.071982, 5.179390, -0.162268], [0.558371, 5.064491, -1.768301], [0.198171, 6.517962, -0.826104], [2.144943, 5.907115, 1.034835], [2.399411, 4.194584, 1.310039], [2.735650, 5.779758, -1.294379], [3.999436, 4.853409, -0.344131], [2.711368, 3.969412, -1.281939], [-1.154234, 4.204946, 3.285998]],
  "atomic_forces_ev_per_a": [[1.84, -1.12, 1.66], [-3.28, -1.28, -0.87], [-0.05, 1.04, -1.95], [0.30, -0.37, 0.14], [-0.54, -1.04, 0.17], [1.07, 2.55, 0.22], [-0.88, -0.22, -0.16], [-0.52, -0.40, -0.89], [1.16, -1.46, 1.11], [-0.25, -0.45, -0.10], [0.21, 0.58, -0.20], [0.03, -0.01, -0.05], [-0.09, -0.07, -0.18], [-0.16, -0.24, 0.19], [0.14, 0.10, -0.24], [0.57, 0.00, 0.31], [-0.32, -0.09, 0.09], [-0.58, -0.02, 0.65], [-0.40, -0.20, 0.10], [-0.23, 0.65, -0.01], [0.40, -1.47, -0.68], [0.49, 0.33, 0.10], [0.18, 0.36, -0.24], [0.49, 0.85, -1.13], [0.61, 1.07, 1.44], [-0.29, -0.95, -0.57], [0.88, 1.83, 1.40], [-0.31, 0.64, 0.30], [-0.09, -0.28, 0.25], [0.17, -0.06, -0.62], [-0.35, 0.17, 0.34], [-0.37, -0.51, 0.26], [-0.14, -0.29, -0.18], [0.02, 0.08, -0.26], [0.42, -0.51, 0.13], [-0.45, 0.13, -0.46], [0.31, 0.52, 0.22], [-0.05, 0.14, -0.30]],
  "e_homo_ha": [-0.0187, -0.0188],
  "charge": -1,
  "max_force_ha_per_bohr": 0.071,
  "energy_ha": -953.617150
}

***

No. 2
{
  "formula": "C10H12NO3",
  "method": "the ωB97M-V functional and the def2-TZVPD basis",
  "elements": ["C", "C", "C", "C", "C", "C", "C", "C", "C", "C", "N", "O", "O", "O", "H", "H", "H", "H", "H", "H", "H", "H", "H", "H", "H", "H"],
  "xyz": [[-0.734382, -2.808871, -2.215319], [-0.930632, -1.571151, -2.595461], [-0.477722, -3.141194, -0.869051], [-0.808987, -0.548483, -1.666328], [-0.451578, -2.168071, 0.067183], [-0.718524, -0.851931, -0.313766], [0.637324, 2.951920, -0.059320], [0.675370, 0.804194, 0.984507], [1.791432, 0.119866, 1.739240], [-0.716836, 0.248140, 0.742414], [0.094046, 2.867815, 2.176209], [-1.102638, 3.081933, 1.957854], [1.162607, 1.645231, -0.092511], [0.941875, 3.559230, 1.154685], [-0.846203, -3.665127, -2.788231], [-1.097842, -1.296816, -3.615953], [-0.298042, -4.260616, -0.735171], [-1.068453, 0.476679, -2.004047], [-0.271872, -2.399566, 1.142259], [1.068197, 3.460460, -0.813310], [-0.543280, 2.906633, -0.116746], [1.862826, -0.894037, 1.384734], [1.695799, 0.055866, 2.830669], [2.729808, 0.594091, 1.500431], [-1.440063, 1.046522, 0.511040], [-1.152229, -0.212717, 1.693989]],
  "atomic_forces_ev_per_a": [[0.39, -3.00, 2.60], [0.30, 3.14, -1.01], [0.34, -2.23, -1.49], [-1.52, 0.95, 0.25], [0.00, 0.02, 1.80], [0.70, 1.34, 0.23], [-3.43, -1.79, 3.19], [-0.12, 2.17, -0.23], [-0.93, 0.05, -0.54], [0.04, -0.86, 1.17], [-0.44, -0.83, 0.94], [-0.01, -0.05, -0.03], [-0.15, -1.54, 0.71], [0.26, 0.09, -0.99], [-0.12, -1.15, -1.77], [-0.21, -0.04, -0.55], [-0.23, 1.75, 0.52], [0.54, -0.63, 0.50], [-0.20, 0.24, -0.89], [1.36, 1.81, -2.71], [2.04, 0.21, -0.31], [0.30, -0.95, -0.15], [-0.32, 0.32, -0.14], [0.23, 0.34, -0.03], [0.38, 0.05, -0.13], [0.81, 0.58, -0.92]],
  "e_homo_ha": [-0.0699, -0.0870],
  "charge": -1,
  "max_force_ha_per_bohr": 0.098,
  "energy_ha": -668.569336
}

***

No. 3
{
  "formula": "C2H4CoLiO2",
  "method": "the ωB97M-V functional and the def2-TZVPD basis",
  "elements": ["O", "C", "C", "O", "Li", "Co", "H", "H", "H", "H"],
  "xyz": [[-1.280731, 1.712508, -0.053358], [0.221800, -2.136618, 0.439773], [0.592340, -2.223786, -0.971612], [0.729464, -0.965132, -0.283413], [-2.770401, 2.481434, -0.318900], [0.009478, 0.718465, -0.536830], [-0.788984, -2.049532, 0.838117], [0.903996, -2.584832, 1.163235], [-0.190380, -2.271442, -1.729916], [1.554069, -2.658931, -1.245089]],
  "atomic_forces_ev_per_a": [[1.48, -1.06, -0.47], [0.08, -1.26, 0.78], [-0.58, -1.36, -0.64], [0.47, 1.04, 0.32], [-1.45, 0.97, 0.02], [-0.22, 0.75, 0.48], [0.03, 0.05, -0.62], [0.18, 0.56, -0.16], [0.22, 0.17, 0.14], [-0.22, 0.13, 0.14]],
  "multiplicity": 5,
  "e_homo_ha": [-0.7701, -0.7684],
  "s_squared": 6.02,
  "charge": 2,
  "max_force_ha_per_bohr": 0.037,
  "energy_ha": -1618.617257
}

***

No. 4
{
  "formula": "C3H3GdO2",
  "method": "the ωB97M-V functional and the def2-TZVPD basis",
  "elements": ["C", "C", "H", "H", "H", "O", "C", "O", "Gd"],
  "xyz": [[-0.499502, -0.554734, 1.093924], [0.876673, -0.097815, 0.733846], [1.256917, 0.805970, 1.234521], [-1.151504, -0.035217, 1.796352], [1.620094, -0.907741, 0.660395], [-1.549027, -0.145378, -1.458000], [-0.879391, -0.136004, -0.387356], [0.469822, 0.278744, -0.614781], [-0.144085, 0.792172, -3.058905]],
  "atomic_forces_ev_per_a": [[-2.74, 1.77, -4.49], [0.43, 0.52, 0.79], [0.09, -0.50, -0.03], [0.25, -0.76, 0.47], [-0.16, 0.47, 0.05], [-0.09, 0.67, -0.89], [2.90, -1.24, 4.12], [0.02, -0.01, -2.16], [-0.69, -0.92, 2.12]],
  "multiplicity": 9,
  "e_homo_ha": [-0.4072, -0.4093],
  "s_squared": 20.03,
  "charge": 1,
  "max_force_ha_per_bohr": 0.108,
  "energy_ha": -1031.879834
}

***

No. 5
{
  "formula": "C4H11N2O",
  "method": "the ωB97M-V functional and the def2-TZVPD basis",
  "elements": ["N", "C", "N", "C", "C", "C", "O", "H", "H", "H", "H", "H", "H", "H", "H", "H", "H", "H"],
  "xyz": [[2.514755, -0.560694, 0.469821], [1.989649, 0.011968, -0.823148], [0.605427, 0.216989, -0.920928], [-0.005072, 0.670686, 0.272846], [-1.515544, 0.815219, 0.055157], [-2.173291, -0.519030, -0.282830], [-2.789016, -1.137982, 0.867473], [3.245464, 0.024913, 0.853440], [2.908344, -1.482670, 0.326723], [2.295825, -0.675285, -1.627964], [2.599204, 0.950661, -0.997445], [0.144075, -0.007104, 1.145809], [0.362768, 1.676977, 0.625256], [-1.674731, 1.523950, -0.763113], [-2.001129, 1.196481, 0.964208], [-2.979127, -0.402391, -1.010368], [-1.412779, -1.175596, -0.713995], [-2.114823, -1.127091, 1.559058]],
  "atomic_forces_ev_per_a": [[0.01, -0.14, 0.07], [-0.02, 0.18, -0.23], [-0.10, -0.63, 0.13], [-0.03, 0.34, -0.16], [0.05, -0.13, 0.00], [-0.04, 0.00, -0.07], [0.17, -0.01, 0.14], [0.03, -0.01, -0.05], [-0.02, 0.02, 0.00], [0.04, 0.16, -0.07], [0.02, 0.02, 0.26], [0.05, 0.10, 0.02], [0.03, -0.07, 0.12], [0.00, 0.01, 0.04], [-0.04, 0.14, -0.12], [-0.05, 0.00, 0.07], [-0.01, 0.05, -0.01], [-0.08, -0.04, -0.12]],
  "e_homo_ha": -0.0509,
  "charge": -1,
  "max_force_ha_per_bohr": 0.013,
  "energy_ha": -343.702106
}

***

No. 6
{
  "formula": "C19H28N5O4S2Se2Ti",
  "method": "the ωB97M-V functional and the def2-TZVPD basis",
  "elements": ["Ti", "Se", "Se", "C", "C", "C", "C", "C", "N", "C", "C", "C", "C", "C", "N", "H", "H", "H", "H", "H", "H", "H", "H", "O", "C", "C", "C", "S", "O", "C", "C", "C", "H", "H", "H", "H", "H", "H", "H", "H", "H", "H", "H", "H", "H", "H", "O", "N", "O", "S", "C", "N", "C", "C", "N", "H", "H", "H", "H", "H", "H"],
  "xyz": [[1.205659, 0.341499, 0.242535], [2.390590, 3.837387, -0.702628], [3.856644, 2.878620, 1.530433], [4.578541, 1.364587, 0.656436], [5.984949, 1.276797, 0.602521], [6.601576, 0.211536, -0.013232], [5.797925, -0.769830, -0.589106], [4.430832, -0.603903, -0.506725], [3.807991, 0.418046, 0.097139], [0.796569, 3.685236, 0.293895], [0.089234, 4.840651, 0.673388], [-1.085570, 4.734324, 1.381072], [-1.562935, 3.465369, 1.713440], [-0.814537, 2.384194, 1.307095], [0.338641, 2.472616, 0.631116], [6.548946, 2.083095, 1.049363], [7.682406, 0.148021, -0.058339], [6.202289, -1.632033, -1.099610], [3.781337, -1.351766, -0.947133], [0.509275, 5.795175, 0.391326], [-1.628161, 5.624544, 1.677986], [-2.478046, 3.316584, 2.269432], [-1.147808, 1.373370, 1.516015], [1.480033, 0.127375, 1.865443], [-2.109482, -1.169862, 3.647634], [-2.195954, -2.594201, 3.104657], [-2.061016, -2.654323, 1.585038], [-0.401835, -2.105993, 1.085843], [-0.455577, -1.815934, -0.382839], [0.503596, -3.688099, 1.267920], [0.682816, -4.402287, -0.066060], [-0.599363, -4.996965, -0.632843], [-2.251304, -1.151552, 4.728776], [-2.885377, -0.544359, 3.198191], [-1.142866, -0.714191, 3.425553], [-3.146275, -3.053231, 3.389322], [-1.415812, -3.211263, 3.562871], [-2.707607, -1.917946, 1.100750], [-2.277560, -3.637938, 1.168372], [-0.022590, -4.297706, 2.007027], [1.469028, -3.399541, 1.685844], [1.429095, -5.187068, 0.085523], [1.099020, -3.690270, -0.781885], [-1.076860, -5.674482, 0.081978], [-0.389324, -5.564310, -1.540502], [-1.301442, -4.206092, -0.895108], [2.440665, -0.625317, -3.653083], [2.258914, -0.004498, -2.630483], [1.622315, -0.659605, -1.716804], [-1.171303, 0.957550, -1.623267], [-2.479636, 1.569217, -2.407548], [-3.720735, 1.788184, -1.899526], [-4.655471, 2.345761, -2.852550], [-3.795475, 2.466597, -4.136774], [-2.515195, 1.950838, -3.707422], [-3.915550, 1.593673, -0.937108], [-5.026504, 3.322499, -2.533978], [-5.515940, 1.691678, -3.011830], [-3.725522, 3.504961, -4.468329], [-4.218693, 1.877929, -4.953737], [-1.691559, 1.876651, -4.275479]],
  "atomic_forces_ev_per_a": [[1.74, 0.83, -0.27], [-0.17, -0.08, -0.03], [-0.06, -0.05, 0.08], [0.24, -0.12, -0.11], [-0.10, 0.06, 0.05], [-0.14, -0.07, -0.04], [0.01, 0.22, 0.16], [-0.34, -0.28, 0.02], [-0.05, 0.32, -0.02], [0.15, -0.02, -0.12], [-0.02, -0.01, 0.01], [0.04, 0.01, -0.02], [0.11, 0.03, -0.07], [0.05, -0.09, 0.12], [-0.24, -0.31, -0.10], [0.07, -0.03, -0.02], [0.01, 0.01, 0.01], [0.04, 0.00, 0.00], [-0.06, 0.11, -0.03], [-0.06, 0.04, 0.04], [0.00, 0.01, 0.00], [-0.01, 0.02, 0.01], [0.02, 0.04, 0.11], [-0.54, -0.63, -0.50], [-0.02, 0.01, -0.01], [0.04, -0.04, -0.03], [0.02, -0.02, -0.08], [-0.34, -0.48, 0.39], [0.09, 0.34, 0.22], [0.00, 0.08, -0.01], [0.02, 0.04, 0.05], [0.00, -0.01, 0.00], [0.00, -0.01, 0.00], [0.00, 0.00, 0.01], [0.00, 0.00, 0.00], [-0.01, 0.02, 0.00], [-0.01, 0.01, 0.02], [-0.04, -0.03, 0.02], [-0.02, -0.01, 0.03], [0.00, 0.00, 0.00], [0.01, -0.01, -0.01], [0.00, -0.01, -0.02], [0.00, -0.01, -0.01], [0.00, 0.00, 0.00], [0.00, 0.00, 0.00], [0.00, -0.01, -0.01], [0.07, -0.21, -0.24], [-0.13, 0.30, 0.23], [-0.04, 0.04, 0.54], [-0.36, -0.13, -0.36], [0.08, 0.13, 0.07], [0.00, -0.06, -0.04], [-0.02, 0.06, -0.09], [-0.10, 0.03, 0.02], [0.01, -0.03, -0.01], [0.01, 0.02, 0.05], [0.01, -0.01, 0.02], [0.01, -0.01, 0.02], [0.03, -0.01, 0.00], [0.02, -0.01, 0.00], [0.02, 0.01, 0.00]],
  "multiplicity": 3,
  "e_homo_ha": [-0.1038, -0.1473],
  "s_squared": 2.01,
  "charge": -1,
  "max_force_ha_per_bohr": 0.038,
  "energy_ha": -7764.240870
}

***

Calculated energy relative to the best compared isomer or geometry (same formula, charge and spin) (kJ/mol), listed in the same order as above: 77.00; 330.97; 47.97; 8.37; 181.34; 165.14